Entry 1:
{
  "formula": "C52H125N15O11",
  "method": "ωB97M-V with the def2-TZVPD basis set",
  "total_energy_ha": -3705.13762,
  "smiles": "CC1(C)CCCC(C)(C)N1O.CC1(C)CCCC(C)(C)N1O.CC1(C)CCCC(C)(C)N1O.CC1(C)CCCC(C)(C)N1O.COC[C@H](C)N.COC[C@H](C)N.COC[C@H](C)N.NC(N)=O.NC(N)=O.NC(N)=O.NC(N)=O",
  "charge": 0,
  "e_lumo_ev": 0.17,
  "elements": ["C", "C", "C", "C", "C", "C", "N", "O", "C", "C", "C", "H", "H", "H", "H", "H", "H", "H", "H", "H", "H", "H", "H", "H", "H", "H", "H", "H", "H", "H", "C", "C", "C", "C", "C", "C", "N", "O", "C", "C", "C", "H", "H", "H", "H", "H", "H", "H", "H", "H", "H", "H", "H", "H", "H", "H", "H", "H", "H", "H", "C", "C", "C", "C", "C", "C", "N", "O", "C", "C", "C", "H", "H", "H", "H", "H", "H", "H", "H", "H", "H", "H", "H", "H", "H", "H", "H", "H", "H", "H", "C", "C", "C", "C", "C", "C", "N", "O", "C", "C", "C", "H", "H", "H", "H", "H", "H", "H", "H", "H", "H", "H", "H", "H", "H", "H", "H", "H", "H", "H", "C", "O", "N", "N", "H", "H", "H", "H", "C", "O", "N", "N", "H", "H", "H", "H", "C", "O", "N", "N", "H", "H", "H", "H", "C", "O", "N", "N", "H", "H", "H", "H", "C", "C", "C", "O", "C", "N", "H", "H", "H", "H", "H", "H", "H", "H", "H", "H", "H", "C", "C", "C", "O", "C", "N", "H", "H", "H", "H", "H", "H", "H", "H", "H", "H", "H", "C", "C", "C", "O", "C", "N", "H", "H", "H", "H", "H", "H", "H", "H", "H", "H", "H"],
  "xyz": [[-0.39, -1.70, 4.62], [0.01, -3.11, 4.16], [-0.43, -3.27, 2.65], [0.56, -2.68, 1.65], [1.95, -3.28, 1.86], [2.50, -3.19, 3.28], [1.42, -3.47, 4.24], [1.89, -3.35, 5.60], [3.53, -4.31, 3.47], [3.22, -1.85, 3.52], [-0.73, -4.16, 4.96], [0.01, -0.94, 3.95], [0.09, -1.66, 5.60], [-1.47, -1.52, 4.64], [-0.47, -4.34, 2.46], [-1.39, -2.79, 2.48], [0.60, -1.58, 1.68], [0.20, -2.84, 0.64], [2.77, -2.95, 1.22], [1.87, -4.36, 1.72], [4.12, -4.15, 4.37], [3.04, -5.28, 3.55], [4.22, -4.31, 2.62], [3.71, -1.82, 4.50], [4.04, -1.71, 2.82], [2.50, -1.04, 3.43], [-0.52, -4.11, 6.03], [-0.29, -5.07, 4.56], [-1.79, -4.06, 4.75], [1.93, -4.28, 5.87], [-4.13, 1.80, 6.96], [-4.24, 2.57, 5.61], [-4.36, 4.13, 5.90], [-3.04, 4.83, 6.13], [-1.91, 4.44, 5.14], [-1.75, 2.97, 4.95], [-3.16, 2.45, 4.64], [-3.05, 1.08, 4.16], [-0.87, 2.77, 3.68], [-1.00, 2.28, 6.08], [-5.54, 2.13, 4.95], [-5.11, 1.96, 7.40], [-3.35, 2.27, 7.54], [-3.93, 0.73, 6.86], [-4.83, 4.49, 4.98], [-5.11, 4.28, 6.68], [-2.73, 4.66, 7.17], [-3.16, 5.92, 6.11], [-0.93, 4.81, 5.45], [-2.08, 4.93, 4.17], [-1.47, 3.10, 2.83], [0.05, 3.35, 3.76], [-0.57, 1.72, 3.64], [-0.01, 2.71, 6.26], [-1.54, 2.36, 7.02], [-0.94, 1.23, 5.79], [-5.48, 1.09, 4.63], [-5.89, 2.71, 4.10], [-6.33, 2.14, 5.70], [-3.34, 1.12, 3.24], [5.81, -2.40, 0.16], [7.22, -2.02, 0.74], [7.16, -2.13, 2.30], [7.50, -3.50, 2.87], [8.63, -4.18, 2.25], [8.60, -4.28, 0.69], [8.28, -2.90, 0.24], [8.40, -2.75, -1.20], [9.97, -4.60, 0.14], [7.62, -5.42, 0.38], [7.52, -0.58, 0.39], [5.55, -3.41, 0.48], [5.73, -2.36, -0.93], [5.13, -1.59, 0.45], [7.93, -1.40, 2.54], [6.29, -1.56, 2.58], [6.68, -4.22, 2.73], [7.69, -3.37, 3.94], [8.76, -5.22, 2.59], [9.46, -3.51, 2.47], [10.28, -5.56, 0.55], [9.93, -4.74, -0.93], [10.68, -3.80, 0.31], [8.19, -6.27, 0.73], [6.68, -5.34, 0.91], [7.48, -5.49, -0.70], [8.57, -0.44, 0.69], [6.88, -0.04, 1.08], [7.39, -0.31, -0.66], [7.64, -3.04, -1.73], [-4.04, -3.38, -7.30], [-2.61, -2.95, -7.22], [-2.49, -1.44, -7.34], [-2.96, -0.63, -6.11], [-2.17, -1.10, -4.86], [-2.19, -2.65, -4.66], [-1.90, -3.29, -5.97], [-1.96, -4.78, -5.83], [-0.96, -2.93, -3.73], [-3.51, -2.97, -3.99], [-1.79, -3.53, -8.35], [-4.04, -4.47, -7.28], [-4.49, -3.14, -8.26], [-4.58, -2.91, -6.49], [-1.44, -1.30, -7.61], [-2.98, -1.31, -8.29], [-4.03, -0.86, -6.04], [-2.93, 0.46, -6.26], [-2.43, -0.68, -3.87], [-1.13, -0.88, -5.13], [-1.26, -2.93, -2.68], [-0.58, -3.92, -3.99], [-0.18, -2.20, -3.92], [-4.26, -2.40, -4.53], [-3.76, -4.02, -4.16], [-3.45, -2.71, -2.93], [-2.02, -3.02, -9.29], [-1.90, -4.60, -8.52], [-0.75, -3.30, -8.11], [-1.03, -4.98, -5.99], [4.03, 1.76, -0.37], [4.57, 0.86, -1.09], [4.57, 3.10, -0.26], [2.84, 1.57, 0.38], [5.27, 3.31, -0.94], [3.89, 3.82, -0.10], [2.28, 2.33, 0.71], [2.30, 0.74, 0.26], [-3.81, 4.30, 1.28], [-2.69, 3.89, 0.94], [-4.56, 5.20, 0.50], [-4.45, 3.90, 2.47], [-5.29, 5.71, 0.96], [-4.22, 5.62, -0.33], [-3.98, 3.36, 3.21], [-5.42, 4.10, 2.58], [1.47, 4.98, 0.71], [1.65, 4.12, -0.19], [0.36, 5.01, 1.55], [2.40, 6.05, 0.97], [0.36, 5.40, 2.47], [-0.32, 4.28, 1.40], [3.17, 6.07, 0.34], [2.26, 6.88, 1.50], [5.00, -0.56, -4.39], [5.26, -1.07, -5.49], [5.48, -1.12, -3.16], [4.36, 0.63, -4.21], [5.85, -2.03, -3.26], [5.25, -0.78, -2.23], [3.89, 1.03, -5.00], [4.17, 0.96, -3.28], [-5.54, 1.44, -3.57], [-5.93, 0.84, -2.27], [-5.59, -0.70, -2.22], [-6.18, -1.32, -1.06], [-6.69, -2.60, -1.35], [-5.26, 1.62, -1.19], [-4.45, 1.42, -3.62], [-5.96, 2.44, -3.65], [-5.85, 0.88, -4.45], [-7.00, 0.89, -2.05], [-4.53, -0.88, -2.08], [-5.91, -1.16, -3.15], [-7.74, -2.45, -1.63], [-6.65, -3.16, -0.41], [-6.20, -3.08, -2.20], [-5.52, 1.20, -0.30], [-4.25, 1.44, -1.29], [-3.92, 6.68, -2.71], [-2.89, 5.58, -2.50], [-2.88, 4.62, -3.68], [-1.75, 3.74, -3.59], [-1.75, 2.63, -4.43], [-1.54, 6.18, -2.33], [-3.55, 7.22, -3.59], [-3.91, 7.45, -1.94], [-4.92, 6.24, -2.81], [-3.25, 4.90, -1.73], [-2.79, 5.20, -4.61], [-3.84, 4.11, -3.58], [-0.73, 2.30, -4.62], [-2.11, 2.98, -5.41], [-2.36, 1.81, -4.02], [-0.77, 5.54, -2.48], [-1.47, 6.46, -1.36], [-1.83, 0.46, 0.75], [-1.14, 1.18, -0.32], [-0.34, 0.26, -1.21], [0.84, -0.18, -0.54], [1.69, -0.90, -1.42], [-2.19, 1.89, -1.20], [-2.52, -0.22, 0.23], [-2.34, 1.30, 1.21], [-1.11, 0.04, 1.43], [-0.34, 1.75, 0.16], [-0.16, 0.84, -2.13], [-0.98, -0.59, -1.47], [1.06, -1.68, -1.86], [2.46, -1.28, -0.76], [2.26, -0.35, -2.17], [-1.69, 2.42, -1.92], [-2.62, 2.62, -0.61]]
}

***

Entry 2:
{
  "formula": "C52H143N13O13",
  "method": "ωB97M-V with the def2-TZVPD basis set",
  "total_energy_ha": -3756.37104,
  "charge": 0,
  "e_lumo_ev": 0.07,
  "elements": ["C", "C", "C", "O", "C", "N", "H", "H", "H", "H", "H", "H", "H", "H", "H", "H", "H", "C", "C", "C", "O", "C", "N", "H", "H", "H", "H", "H", "H", "H", "H", "H", "H", "H", "C", "C", "C", "O", "C", "N", "H", "H", "H", "H", "H", "H", "H", "H", "H", "H", "H", "C", "C", "C", "O", "C", "N", "H", "H", "H", "H", "H", "H", "H", "H", "H", "H", "H", "C", "C", "C", "O", "C", "N", "H", "H", "H", "H", "H", "H", "H", "H", "H", "H", "H", "C", "C", "C", "O", "C", "N", "H", "H", "H", "H", "H", "H", "H", "H", "H", "H", "H", "C", "C", "C", "O", "C", "N", "H", "H", "H", "H", "H", "H", "H", "H", "H", "H", "H", "C", "C", "C", "O", "C", "N", "H", "H", "H", "H", "H", "H", "H", "H", "H", "H", "H", "C", "C", "C", "O", "C", "N", "H", "H", "H", "H", "H", "H", "H", "H", "H", "H", "H", "C", "C", "C", "O", "C", "N", "H", "H", "H", "H", "H", "H", "H", "H", "H", "H", "H", "C", "C", "C", "O", "C", "N", "H", "H", "H", "H", "H", "H", "H", "H", "H", "H", "H", "C", "C", "C", "O", "C", "N", "H", "H", "H", "H", "H", "H", "H", "H", "H", "H", "H", "C", "C", "C", "O", "C", "N", "H", "H", "H", "H", "H", "H", "H", "H", "H", "H", "H"],
  "xyz": [[-0.87, -2.67, -9.68], [-0.92, -4.03, -9.01], [-2.47, -4.47, -9.03], [-2.61, -5.51, -8.11], [-3.82, -6.28, -8.27], [-0.07, -4.97, -9.78], [-1.70, -2.00, -9.44], [-0.81, -2.82, -10.76], [0.06, -2.20, -9.36], [-0.48, -4.01, -8.02], [-2.76, -4.71, -10.06], [-3.08, -3.66, -8.65], [-4.70, -5.65, -8.22], [-3.79, -6.82, -7.32], [-3.82, -6.95, -9.12], [-0.50, -5.08, -10.68], [0.01, -5.81, -9.23], [0.49, -0.30, -2.41], [0.32, -0.59, -0.89], [-0.27, 0.75, -0.10], [0.71, 1.75, -0.18], [0.29, 3.04, 0.30], [-0.48, -1.80, -0.58], [1.01, 0.62, -2.68], [-0.38, -0.22, -3.06], [1.05, -1.01, -3.02], [1.26, -0.80, -0.39], [-0.58, 0.52, 0.92], [-1.13, 1.13, -0.66], [-0.70, 3.33, -0.04], [1.02, 3.72, -0.14], [0.45, 3.22, 1.36], [-1.47, -1.65, -0.65], [-0.24, -2.56, -1.20], [6.42, -3.37, -1.13], [7.52, -4.29, -0.48], [8.59, -3.62, 0.47], [7.87, -3.17, 1.64], [8.66, -3.25, 2.80], [7.00, -5.55, 0.10], [5.84, -2.67, -0.54], [5.67, -4.01, -1.58], [6.83, -2.80, -1.97], [8.11, -4.72, -1.29], [9.18, -2.78, 0.11], [9.40, -4.30, 0.72], [8.53, -2.37, 3.44], [9.74, -3.18, 2.69], [8.61, -4.19, 3.36], [6.03, -5.63, -0.18], [6.87, -5.52, 1.10], [4.68, 0.73, 5.55], [4.67, 2.00, 6.44], [6.01, 2.73, 6.11], [6.98, 2.15, 7.04], [8.34, 2.46, 6.52], [3.55, 2.76, 6.01], [5.44, 0.00, 5.83], [4.71, 0.92, 4.48], [3.78, 0.13, 5.63], [4.58, 1.62, 7.45], [5.99, 3.81, 6.30], [6.25, 2.63, 5.05], [8.47, 1.95, 5.56], [9.08, 2.22, 7.28], [8.36, 3.54, 6.36], [2.84, 2.21, 5.54], [3.11, 3.18, 6.82], [2.41, 10.70, 6.01], [2.49, 9.60, 4.99], [3.89, 8.90, 4.92], [4.86, 9.78, 4.20], [4.51, 10.23, 2.93], [1.59, 8.55, 5.51], [3.37, 11.01, 6.41], [1.74, 10.69, 6.87], [2.14, 11.56, 5.39], [2.21, 9.91, 3.99], [3.77, 7.89, 4.51], [4.29, 8.68, 5.91], [4.34, 9.42, 2.22], [5.32, 10.86, 2.56], [3.62, 10.87, 2.88], [1.79, 8.40, 6.49], [1.70, 7.64, 5.09], [-6.41, -1.95, -3.28], [-6.61, -3.39, -2.63], [-7.96, -4.02, -3.19], [-9.07, -3.97, -2.36], [-9.20, -4.88, -1.30], [-5.35, -4.09, -2.83], [-7.13, -1.25, -2.85], [-6.53, -1.87, -4.36], [-5.46, -1.59, -2.86], [-6.65, -3.28, -1.55], [-7.72, -5.06, -3.42], [-8.32, -3.63, -4.14], [-9.15, -5.91, -1.63], [-10.22, -4.80, -0.92], [-8.43, -4.73, -0.54], [-5.35, -4.97, -2.34], [-5.49, -4.41, -3.78], [-3.61, 4.70, 11.05], [-3.72, 3.38, 10.42], [-2.39, 2.69, 9.93], [-1.77, 3.21, 8.76], [-2.58, 3.18, 7.53], [-4.35, 2.53, 11.45], [-4.61, 5.11, 11.23], [-3.19, 5.38, 10.31], [-3.15, 4.74, 12.03], [-4.47, 3.54, 9.64], [-2.53, 1.61, 9.96], [-1.67, 3.04, 10.67], [-2.89, 2.15, 7.39], [-2.22, 3.73, 6.66], [-3.56, 3.64, 7.70], [-3.81, 2.69, 12.29], [-5.31, 2.78, 11.63], [-3.30, 8.66, 3.15], [-3.71, 9.21, 4.54], [-3.06, 10.50, 5.06], [-3.50, 10.92, 6.38], [-3.22, 9.94, 7.39], [-5.14, 9.38, 4.63], [-2.24, 8.43, 3.07], [-3.61, 9.42, 2.42], [-3.66, 7.66, 2.95], [-3.74, 8.35, 5.22], [-2.99, 11.31, 4.34], [-2.02, 10.19, 5.19], [-3.34, 10.35, 8.40], [-2.21, 9.52, 7.38], [-3.85, 9.06, 7.29], [-5.22, 10.00, 5.42], [-5.25, 10.03, 3.87], [-6.41, -10.98, -2.26], [-5.34, -9.87, -1.92], [-5.43, -9.28, -0.54], [-4.42, -8.27, -0.60], [-4.47, -7.43, 0.48], [-4.00, -10.44, -2.14], [-6.37, -11.97, -1.79], [-6.23, -11.15, -3.32], [-7.38, -10.49, -2.32], [-5.35, -9.05, -2.63], [-5.22, -9.98, 0.27], [-6.46, -8.92, -0.45], [-5.44, -6.94, 0.62], [-3.82, -6.57, 0.32], [-4.19, -7.85, 1.44], [-4.00, -10.83, -3.07], [-3.37, -9.66, -2.15], [7.13, -3.28, -8.68], [5.62, -3.53, -8.43], [4.87, -2.27, -7.87], [4.87, -1.21, -8.81], [4.47, 0.03, -8.24], [5.05, -3.85, -9.67], [7.78, -4.08, -9.03], [7.62, -2.90, -7.79], [7.35, -2.44, -9.33], [5.44, -4.36, -7.74], [5.37, -1.93, -6.96], [3.90, -2.62, -7.52], [3.41, -0.16, -8.03], [4.43, 0.87, -8.92], [4.97, 0.18, -7.29], [4.05, -3.95, -9.57], [5.15, -3.09, -10.33], [6.29, 5.24, -3.29], [5.23, 5.23, -2.12], [5.84, 5.16, -0.73], [6.95, 4.23, -0.62], [6.59, 2.87, -0.91], [4.37, 6.29, -2.24], [7.00, 4.43, -3.07], [6.80, 6.20, -3.38], [5.80, 4.99, -4.23], [4.60, 4.36, -2.25], [5.09, 5.00, 0.05], [6.41, 6.07, -0.54], [7.46, 2.25, -0.72], [6.34, 2.70, -1.96], [5.76, 2.67, -0.23], [4.82, 7.13, -1.91], [4.26, 6.67, -3.17], [2.95, -8.29, -4.75], [1.54, -7.81, -5.23], [0.65, -8.97, -5.72], [0.57, -9.87, -4.59], [1.09, -11.18, -4.91], [0.87, -7.15, -4.11], [3.68, -7.50, -4.56], [3.51, -8.80, -5.54], [2.83, -8.86, -3.83], [1.55, -7.04, -6.00], [1.16, -9.37, -6.59], [-0.34, -8.69, -6.07], [2.09, -11.22, -5.36], [0.47, -11.68, -5.66], [1.11, -11.82, -4.03], [0.45, -7.87, -3.55], [0.05, -6.67, -4.45], [-9.99, 4.03, 2.19], [-8.91, 3.27, 2.96], [-8.09, 2.20, 2.18], [-7.12, 1.76, 3.08], [-6.02, 0.91, 2.55], [-8.08, 4.31, 3.49], [-10.77, 3.27, 2.08], [-9.75, 4.38, 1.18], [-10.52, 4.83, 2.69], [-9.40, 2.74, 3.78], [-7.57, 2.60, 1.31], [-8.82, 1.42, 1.97], [-5.44, 1.48, 1.83], [-6.48, 0.12, 1.95], [-5.32, 0.54, 3.31], [-7.79, 4.83, 2.68], [-7.29, 3.89, 3.96]]
}